Molecular formula: C36H37N2O11P3RbTe
Method: DFT, ωB97M-V with the def2-TZVPD basis set

Each line ends with the Mulliken charge.
CARTESIAN COORDINATES (ANGSTROEM)
C (-1.3365, -3.3196, 5.0415)  -0.48
H (-0.5637, -0.2794, 3.7578)  0.27
H (-1.0629, 3.5637, 1.1134)  0.33
H (0.2794, 1.5136, 0.7741)  0.44
C (-2.6131, -1.3071, -1.8363)  0.43
C (2.2513, 1.0662, 3.7663)  0.41
H (1.1175, 2.3484, 4.5686)  0.36
C (3.4664, 1.8214, 1.6895)  0.11
C (-1.5430, -4.7831, -2.1874)  0.09
C (-1.5277, 2.5929, 1.1405)  -0.62
C (-4.0078, 0.6757, -2.1240)  -0.24
C (-1.1683, -3.6352, -2.7947)  0.51
H (-0.1915, -2.8749, -4.5490)  0.44
C (-1.3864, 0.1360, 1.0278)  1.38
C (-0.8298, 3.5136, -3.4474)  -0.33
C (-0.6475, -2.1531, 2.6201)  0.32
H (0.2092, 6.6827, 0.1957)  0.32
H (-3.5657, -2.9468, -0.7909)  0.34
H (-0.7100, 3.8534, -4.4499)  0.41
C (1.1036, 6.0898, 0.0979)  -0.41
C (-0.7666, -4.9378, -4.7791)  -0.65
H (-1.1613, -1.3693, 5.8583)  0.47
H (5.9085, 0.1043, 0.0638)  0.65
H (2.8317, 2.6910, 1.6239)  0.44
O (-0.1535, 4.4208, -2.6055)  -0.43
C (5.0441, -0.3773, 1.8768)  0.48
O (0.8121, 2.5251, -1.2170)  0.32
C (-0.6881, -3.7395, -4.1481)  -0.78
C (-2.7411, 0.0270, 1.3923)  -0.99
H (-0.5381, -4.9945, -5.8105)  0.42
O (0.6527, 4.7869, -0.2550)  -0.11
O (1.8703, 2.3891, 3.9574)  -0.43
C (-2.8154, 0.0014, -2.3346)  0.01
C (-2.8937, 2.4266, 1.4722)  -0.41
O (-0.0248, -1.1068, -2.6547)  -0.61
H (0.5688, -2.9034, -0.3778)  0.58
H (1.8547, 6.8817, 1.9998)  0.39
C (-0.4965, -2.5511, -0.3304)  -0.72
H (-5.9598, 0.5661, -1.1983)  0.36
H (-5.6582, -1.7349, -0.3855)  0.32
H (-2.2614, 3.1230, -1.9660)  0.08
Rb (2.2954, 0.0343, -1.7697)  0.88
P (1.0467, 3.9393, -1.5749)  -0.36
P (-0.9562, -1.9989, -1.9865)  0.86
H (-1.3320, -7.0721, -4.6760)  0.31
H (-2.7899, 4.4239, -3.1514)  0.31
O (6.0656, -2.3692, 0.9860)  -0.49
H (-1.8512, -4.8602, -1.1556)  0.09
C (-1.1503, -4.1126, 3.8940)  -0.60
C (5.1624, 0.4297, 0.7758)  -0.46
P (-0.2171, -1.2628, 1.0389)  0.50
H (-2.7775, 2.6128, -3.5309)  0.37
H (2.9850, 5.9542, 1.0969)  0.32
O (6.5707, -1.5270, -1.6581)  -0.47
C (-4.8374, -1.2666, -0.9459)  -0.56
H (-4.0519, 1.7175, -2.3811)  0.31
O (1.8394, 0.1906, 4.4750)  -0.56
H (-2.0443, 0.5137, -2.8567)  0.32
C (-1.1121, -1.9592, 4.9833)  -0.79
C (5.8162, -1.6653, 2.0671)  0.33
C (-5.0239, 0.0269, -1.4290)  -0.65
H (-1.6214, -3.8589, 5.9680)  0.31
C (1.9542, 6.0298, 1.3748)  -0.98
H (1.7872, 6.4281, -0.7121)  0.30
H (-1.8970, -6.8923, -2.2672)  0.42
O (6.1730, -2.0182, 3.1597)  -0.59
H (-4.5710, 1.0982, 1.7289)  0.38
O (4.6018, -1.0421, -2.2961)  -0.64
H (-1.2000, -5.1779, 3.9804)  0.43
C (-3.4908, 1.1523, 1.5359)  -0.93
H (-0.3148, 2.5342, -3.3558)  0.14
C (-0.8336, -3.5197, 2.6977)  -0.49
H (5.8784, -1.9308, 0.0906)  0.36
H (-0.6337, -4.1975, 1.8514)  0.38
N (4.1156, -0.1499, 2.8401)  -0.51
C (4.3260, 1.5357, 0.6192)  -0.92
H (1.6328, 5.1360, 1.8799)  0.10
O (1.1776, -0.7860, 0.9241)  -0.10
C (-1.6168, -6.0239, -2.8395)  -0.85
C (-1.2591, -6.0828, -4.1585)  -0.32
H (-3.5418, 3.3198, 1.5333)  0.31
C (-3.6389, -1.9394, -1.1230)  -0.65
C (-0.7525, -1.3604, 3.7743)  -0.31
H (-1.1430, -3.3571, -0.0030)  -0.09
C (-0.7917, 1.4166, 0.9594)  -0.43
Te (3.2534, 4.4696, -2.4480)  -0.47
C (3.3936, 0.9597, 2.7572)  0.26
N (5.8520, -0.9797, -2.5284)  0.24
H (4.2815, 2.2254, -0.2177)  0.44
C (-2.2753, 3.4387, -3.0367)  -0.72
H (-3.1409, -0.9627, 1.3141)  0.77

Results
* orbital gap: 6.31 eV
* LUMO level: 1.7059 eV
* energy above the lowest of the compared OMol25 structures with the same formula, charge and spin: 32.3 kJ/mol
* total charge: -1